No. 1
This record from the OMol25 dataset describes C19H42NO2P3RhS as an isolated structure. The level of theory is the ωB97M-V functional and the def2-TZVPD basis.

- Molecular weight: 544.4 g/mol
- Multiplicity: 5
- Calculated total energy: -67653.1256 eV
- ⟨S²⟩: 6.0248
- Energy relative to the best compared isomer or geometry (same formula, charge and spin): 0.00 kJ/mol
- Gap between HOMO and LUMO (spin up / spin down): 7.2 / 4.8 eV
- HOMO energy (spin up / spin down): -14.8 / -16.6 eV
- Net charge: +3

```
69
C19H42NO2P3RhS the ωB97M-V functional and the def2-TZVPD basis
Rh 0.092 0.398 -0.509
P 1.843 1.172 0.714
P -1.655 1.760 -0.028
P 0.613 1.037 -2.549
H -1.190 -1.977 -0.258
C -0.364 -1.710 -0.927
C 0.944 -1.647 -0.384
H 1.079 -1.920 0.670
C 2.081 0.477 2.385
C 1.764 2.974 0.985
C 3.453 0.826 -0.077
C -3.062 0.808 -0.690
C -2.116 2.070 1.703
C -1.725 3.427 -0.774
C 1.764 -0.166 -3.258
C 1.356 2.666 -2.747
C -0.912 1.011 -3.533
H -0.526 -1.817 -2.004
H 1.825 -1.732 -1.031
H 2.214 -0.610 2.307
H 1.183 0.663 2.990
H 2.965 0.910 2.882
H 0.868 3.234 1.561
H 1.735 3.508 0.028
H 2.649 3.305 1.545
H 3.581 -0.257 -0.186
H 4.268 1.206 0.552
H 3.529 1.290 -1.066
H -3.976 1.409 -0.624
H -3.170 -0.100 -0.086
H -2.885 0.520 -1.732
H -2.750 2.967 1.785
H -1.220 2.190 2.325
H -2.668 1.202 2.082
H -2.630 3.936 -0.411
H -1.760 3.380 -1.869
H -0.851 4.015 -0.466
H 1.979 0.153 -4.282
H 1.319 -1.168 -3.282
H 2.694 -0.203 -2.681
H 1.432 2.824 -3.829
H 2.359 2.716 -2.307
H 0.728 3.452 -2.312
H -0.622 1.228 -4.566
H -1.634 1.761 -3.190
H -1.384 0.022 -3.490
C -0.545 -2.743 -6.826
C -1.716 -2.897 -7.596
C -1.993 -4.126 -8.210
C -1.101 -5.203 -8.084
C 0.078 -5.039 -7.343
C 0.360 -3.819 -6.728
S -0.149 -1.260 -5.991
H -1.389 -0.836 -5.553
H -2.406 -2.058 -7.690
H -2.905 -4.262 -8.792
H -1.322 -6.159 -8.558
H 0.773 -5.864 -7.247
H 1.268 -3.680 -6.147
N -2.131 -1.718 5.201
C -1.295 -2.187 4.073
C -0.976 -0.890 3.327
O -1.101 0.163 4.036
O -0.655 -0.967 2.128
H -1.937 -0.670 5.238
H -1.894 -2.212 6.059
H -3.106 -1.928 4.985
H -0.358 -2.599 4.469
H -1.839 -2.909 3.460
```


No. 2
This record from the OMol25 dataset describes C19H43AuN2OP3S as an isolated structure. The level of theory is the ωB97M-V functional and the def2-TZVPD basis.

- Molecular weight: 637.5 g/mol
- Multiplicity: 3
- Calculated total energy: -67795.8486 eV
- ⟨S²⟩: 2.0091
- Energy relative to the best compared isomer or geometry (same formula, charge and spin): 0.00 kJ/mol
- Gap between HOMO and LUMO (spin up / spin down): 6.0 / 2.2 eV
- HOMO energy (spin up / spin down): -15.0 / -15.0 eV
- Net charge: +3

```
70
C19H43AuN2OP3S the ωB97M-V functional and the def2-TZVPD basis
Au 0.203 0.411 0.175
P 1.956 1.389 1.710
P -1.485 1.911 1.010
P 0.861 1.623 -1.765
H -1.097 -2.094 0.436
C -0.100 -1.858 0.049
C 1.034 -1.678 0.874
H 1.013 -1.822 1.952
C 2.010 0.743 3.403
C 1.953 3.201 1.948
C 3.604 1.054 1.017
C -3.119 1.301 0.524
C -1.540 1.944 2.821
C -1.378 3.647 0.469
C 2.132 0.645 -2.607
C 1.632 3.259 -1.642
C -0.563 1.878 -2.865
H 0.099 -2.107 -0.986
H 2.008 -1.694 0.381
H 2.029 -0.351 3.382
H 1.103 1.026 3.948
H 2.897 1.131 3.929
H 1.072 3.523 2.518
H 1.957 3.726 0.985
H 2.856 3.483 2.510
H 3.734 -0.027 0.897
H 4.378 1.443 1.693
H 3.713 1.523 0.033
H -3.893 2.073 0.631
H -3.401 0.451 1.161
H -3.091 0.973 -0.522
H -2.344 2.601 3.184
H -0.591 2.290 3.250
H -1.726 0.927 3.195
H -2.233 4.226 0.842
H -1.389 3.711 -0.626
H -0.464 4.122 0.848
H 2.189 0.964 -3.656
H 1.907 -0.426 -2.568
H 3.102 0.819 -2.125
H 1.863 3.585 -2.667
H 2.570 3.213 -1.075
H 0.952 3.988 -1.187
H -0.219 1.824 -3.908
H -1.015 2.864 -2.684
H -1.330 1.114 -2.685
C -0.546 -2.690 -4.868
C -1.614 -2.653 -5.790
C -1.784 -3.685 -6.707
C -0.880 -4.755 -6.725
C 0.248 -4.735 -5.891
C 0.424 -3.701 -4.975
S -0.430 -1.384 -3.700
H -0.190 -2.096 -2.536
H -2.290 -1.795 -5.768
H -2.618 -3.657 -7.418
H -1.047 -5.591 -7.402
H 0.994 -5.526 -5.980
H 1.314 -3.633 -4.347
C -0.529 -1.715 6.494
N -1.556 -2.020 5.535
C -1.450 -1.703 4.214
N -2.582 -2.008 3.475
O -0.481 -1.121 3.717
H -0.765 -2.228 7.429
H 0.452 -2.049 6.143
H -0.461 -0.640 6.699
H -2.421 -2.431 5.861
H -2.431 -2.025 2.477
H -3.206 -2.707 3.854
```


No. 3
This record from the OMol25 dataset describes a 3-piece molecular cluster, C19H43BClN2O7P2 overall. The level of theory is the ωB97M-V functional and the def2-TZVPD basis.

- Molecular weight: 519.8 g/mol
- Multiplicity: 1
- Calculated total energy: -69477.9303 eV
- Gap between HOMO and LUMO: 7.5 eV
- HOMO energy: -10.8 eV
- Net charge: +1

```
75
C19H43BClN2O7P2 the ωB97M-V functional and the def2-TZVPD basis
C -0.842 0.651 -1.981
C 0.730 0.809 -2.417
C 1.623 -0.543 -2.004
C 1.419 2.209 -1.893
C 0.656 3.511 -2.612
C 1.295 2.441 -0.273
O 2.488 1.990 0.458
C 2.700 2.741 1.708
C 3.931 1.943 2.504
N 3.541 1.455 3.882
P 2.452 0.040 3.903
O 2.536 -0.601 5.379
C 3.053 2.650 4.669
C 1.791 3.420 3.961
C 1.979 5.074 3.878
B 2.205 5.781 5.346
O 3.191 5.390 6.372
O 1.299 6.926 5.710
P 0.164 3.164 5.002
O 0.253 1.704 5.954
Cl -1.455 2.820 3.605
N 1.463 2.940 2.554
H -1.532 0.790 -2.943
H -1.220 1.472 -1.214
H -1.086 -0.410 -1.530
H 0.757 0.837 -3.610
H 0.957 -1.346 -1.456
H 2.028 -1.029 -3.012
H 2.555 -0.214 -1.343
H 2.560 2.292 -2.228
H 0.134 3.147 -3.599
H -0.183 3.840 -1.829
H 1.392 4.419 -2.769
H 0.370 1.873 0.225
H 1.124 3.603 -0.082
H 3.129 3.834 1.491
H 4.195 0.966 1.871
H 4.904 2.606 2.472
H 4.442 1.138 4.351
H 2.884 -1.041 3.008
H 1.048 0.379 3.698
H 2.789 2.319 5.761
H 3.961 3.415 4.720
H 2.772 5.388 3.057
H 0.931 5.476 3.475
H 4.094 5.653 6.022
H 1.410 7.550 4.909
H -0.105 1.855 6.899
H 0.837 3.710 2.168
C -4.581 -2.033 -4.231
C -3.434 -2.917 -4.647
C -2.249 -2.216 -4.020
O -2.728 -1.572 -2.831
C -4.162 -1.604 -2.841
H -5.552 -2.535 -4.247
H -4.635 -1.160 -4.891
H -3.555 -3.914 -4.206
H -3.338 -3.032 -5.730
H -1.850 -1.440 -4.682
H -1.440 -2.906 -3.764
H -4.485 -2.331 -2.088
H -4.555 -0.621 -2.569
C -3.080 -7.943 -2.652
C -2.015 -7.408 -1.730
C -1.761 -6.031 -2.304
O -2.995 -5.589 -2.885
C -3.896 -6.703 -2.946
H -3.674 -8.750 -2.216
H -2.619 -8.315 -3.574
H -2.415 -7.320 -0.712
H -1.115 -8.027 -1.691
H -1.010 -6.065 -3.100
H -1.433 -5.315 -1.546
H -4.670 -6.549 -2.187
H -4.373 -6.738 -3.929
```


No. 4
This record from the OMol25 dataset describes a 2-piece molecular cluster, C19H43BN4O3 overall. The level of theory is the ωB97M-V functional and the def2-TZVPD basis.

- Molecular weight: 386.4 g/mol
- Multiplicity: 1
- Calculated total energy: -33178.4772 eV
- Gap between HOMO and LUMO: 5.1 eV
- HOMO energy: -5.8 eV
- Net charge: 0

```
70
C19H43BN4O3 the ωB97M-V functional and the def2-TZVPD basis
C 6.857 1.738 1.077
O 6.788 1.291 -0.260
C 5.459 1.028 -0.698
C 5.118 -0.464 -0.626
C 4.313 -0.979 -1.829
C 2.813 -0.726 -1.628
C 1.848 -1.817 -2.075
C 0.427 -1.295 -1.821
C -0.531 -2.344 -1.253
N -1.913 -1.997 -1.678
C -2.444 -0.916 -0.985
N -3.246 -0.139 -1.671
C -3.899 1.084 -1.207
C -5.415 0.955 -1.072
C -6.022 2.090 -0.236
N -7.137 1.594 0.572
N -2.201 -0.615 0.323
B -3.349 -0.921 1.219
C -3.452 -0.262 2.625
O -4.258 -1.845 0.732
C -0.895 -1.131 0.887
C -0.505 -2.462 0.280
C 0.827 -2.909 0.880
H 7.852 1.508 1.461
H 6.111 1.243 1.707
H 6.697 2.822 1.137
H 5.385 1.395 -1.728
H 4.749 1.589 -0.081
H 6.056 -1.015 -0.516
H 4.523 -0.622 0.278
H 4.659 -0.472 -2.737
H 4.514 -2.046 -1.976
H 2.610 -0.590 -0.559
H 2.541 0.221 -2.109
H 2.013 -2.165 -3.099
H 2.013 -2.683 -1.427
H 0.534 -0.478 -1.099
H 0.003 -0.847 -2.724
H -0.288 -3.319 -1.681
H -2.552 -2.783 -1.585
H -3.395 -0.428 -2.629
H -3.655 1.849 -1.947
H -3.433 1.365 -0.264
H -5.674 -0.011 -0.628
H -5.864 0.949 -2.068
H -5.237 2.567 0.365
H -6.414 2.856 -0.909
H -6.887 0.712 1.005
H -7.339 2.226 1.337
H -4.456 -0.325 3.047
H -3.110 0.775 2.609
H -2.781 -0.773 3.325
H -5.177 -1.566 0.672
H -1.006 -1.204 1.968
H -0.132 -0.369 0.720
H -1.288 -3.191 0.538
H 1.296 -3.676 0.260
H 0.667 -3.353 1.864
H 1.524 -2.068 0.980
C 2.155 2.830 0.614
C 1.503 1.509 1.068
C 0.641 1.791 2.318
O 2.400 0.529 1.265
H 2.847 3.165 1.393
H 2.725 2.660 -0.302
H 1.426 3.628 0.424
H 0.748 1.287 0.241
H 1.299 2.098 3.135
H 0.128 0.873 2.626
H -0.111 2.574 2.155
```


| no. | maximum force (Eh/bohr) |
| --- | --- |
| 1 | 0.0448 |
| 2 | 0.0452 |
| 3 | 0.1682 |
| 4 | 0.0197 |